(1)
{"formula": "C3H14NO4", "method": "ωB97M-V/def2-TZVPD", "e_tot_ev": -13010.267, "total_charge": 1, "mol_weight_g_mol": 128.15, "e_above_lowest_kj_mol": 227.9, "homo_ev": -13.9, "homo_lumo_gap_ev": 10.47, "species": ["O", "C", "C", "N", "C", "H", "H", "H", "H", "H", "H", "H", "H", "H", "H", "O", "H", "H", "O", "H", "H", "O"], "coordinates": [[0.6730, -1.5555, -1.1551], [1.2462, -0.8090, -0.4758], [1.0609, 0.6583, -0.3775], [-0.2537, 1.3115, -0.1096], [-0.1058, 2.6943, 0.5395], [2.0917, -1.0997, 0.1069], [1.7546, 0.8869, 0.5632], [1.5822, 1.2370, -1.1899], [-0.9074, 1.3680, -0.9663], [-0.8728, 0.6941, 0.5100], [0.6946, 3.1914, 0.0418], [0.0646, 2.6132, 1.5774], [-1.0630, 3.2060, 0.2854], [5.0411, -0.3268, -1.8862], [4.2419, -0.1474, -3.0992], [4.1749, 0.0879, -2.1466], [-2.9494, -2.7811, 3.1290], [-3.8788, -3.4023, 2.0154], [-3.1506, -2.8080, 2.2053], [-3.4186, -1.5651, 0.8828], [-2.9993, -2.1494, -0.4452], [-3.0263, -1.3045, -0.0053]]}

***

(2)
{"formula": "C32H48N5O3", "method": "ωB97M-V/def2-TZVPD", "e_tot_ev": -47548.492, "total_charge": 1, "mol_weight_g_mol": 550.77, "e_above_lowest_kj_mol": 148.0, "homo_ev": -11.7, "homo_lumo_gap_ev": 10.12, "species": ["N", "H", "H", "H", "H", "C", "C", "C", "O", "C", "H", "H", "H", "H", "H", "H", "H", "H", "C", "C", "C", "O", "C", "H", "H", "H", "H", "H", "H", "H", "H", "C", "C", "C", "O", "C", "H", "H", "H", "H", "H", "H", "H", "H", "N", "C", "C", "C", "C", "C", "H", "H", "H", "H", "H", "N", "C", "C", "C", "C", "C", "H", "H", "H", "H", "H", "N", "C", "C", "C", "C", "C", "H", "H", "H", "H", "H", "N", "C", "C", "C", "C", "C", "H", "H", "H", "H", "H"], "coordinates": [[0.0266, -0.1202, 0.2009], [-0.6683, -0.7797, 0.5207], [-0.3549, 0.5067, -0.4930], [0.9003, -0.5522, -0.0639], [0.2262, 0.4168, 1.0327], [1.9549, -2.0622, -4.0745], [1.4043, -3.4299, -3.7376], [0.6201, -3.2257, -2.4429], [0.4653, -1.7937, -2.3693], [0.8411, -1.1953, -3.5900], [2.2062, -1.9292, -5.1268], [2.8337, -1.9382, -3.4417], [2.1836, -4.1865, -3.6467], [0.6907, -3.7652, -4.4903], [1.3513, -3.4259, -1.6597], [-0.3020, -3.8065, -2.4203], [1.1712, -0.1578, -3.5360], [0.0287, -1.1759, -4.3164], [1.4906, 4.7581, 1.0326], [2.9137, 4.1998, 0.9733], [2.6885, 2.6830, 0.8306], [1.4567, 2.5337, 0.0846], [0.8171, 3.8401, -0.0567], [1.4014, 5.8106, 0.7635], [1.0147, 4.5948, 1.9995], [3.5017, 4.5287, 1.8301], [3.4585, 4.5044, 0.0797], [2.5835, 2.2005, 1.8023], [3.5757, 2.2422, 0.3760], [-0.2616, 3.7380, 0.0614], [1.0626, 4.1346, -1.0770], [-4.4711, 0.9777, 2.8382], [-4.0727, 2.2905, 2.1945], [-3.3149, 1.8673, 0.9530], [-2.7481, 0.5972, 1.2860], [-3.3238, 0.0093, 2.4205], [-5.4384, 0.5409, 2.5901], [-4.5004, 1.1045, 3.9204], [-3.3550, 2.7326, 2.8856], [-4.8539, 3.0347, 2.0389], [-2.5159, 2.6033, 0.8629], [-3.8949, 1.8872, 0.0303], [-2.5556, 0.0404, 3.1931], [-3.6579, -1.0148, 2.2541], [2.6173, -0.9614, -0.2482], [3.3584, -0.2083, -1.1421], [4.6517, -0.5336, -1.5494], [5.2630, -1.6988, -1.0868], [4.5700, -2.4935, -0.1566], [3.2580, -2.0559, 0.2687], [2.8262, 0.6153, -1.5948], [5.2101, 0.0186, -2.2907], [6.3029, -1.9298, -1.2647], [5.0265, -3.3699, 0.2791], [2.6492, -2.6443, 0.9392], [-1.2072, -2.6186, 0.8415], [-2.0950, -2.8394, -0.1233], [-2.3985, -4.1733, -0.5828], [-1.7120, -5.2830, -0.0660], [-0.8088, -5.0191, 0.9741], [-0.6418, -3.7041, 1.3768], [-2.6054, -2.0066, -0.5842], [-3.0307, -4.3350, -1.4434], [-1.8460, -6.2718, -0.4791], [-0.3471, -5.8490, 1.4883], [-0.0422, -3.5189, 2.2558], [-1.2809, 1.2958, -1.9706], [-1.9826, 0.3082, -2.6182], [-2.6834, 0.4094, -3.8338], [-2.7357, 1.7056, -4.3691], [-2.1395, 2.7825, -3.7011], [-1.3301, 2.5118, -2.5999], [-1.9207, -0.6450, -2.1141], [-3.2442, -0.3714, -4.3259], [-3.2430, 1.8923, -5.3041], [-2.0629, 3.7191, -4.2335], [-0.7731, 3.3773, -2.2726], [0.2858, 0.8488, 2.8530], [-0.2032, 1.9570, 3.4842], [-0.3054, 2.0938, 4.8554], [0.1623, 1.0133, 5.6085], [0.6308, -0.2221, 5.0412], [0.6671, -0.1753, 3.6112], [-0.5967, 2.7376, 2.8501], [-0.7598, 2.9391, 5.3507], [0.1482, 1.0922, 6.6856], [0.8241, -1.1336, 5.5872], [0.9650, -1.0745, 3.0925]]}

***

(3)
{"formula": "C6H8BrNS", "method": "ωB97M-V/def2-TZVPD", "e_tot_ev": -88716.055, "total_charge": 0, "mol_weight_g_mol": 206.11, "smiles": "C=CSCCC(Br)=C=N", "e_above_lowest_kj_mol": 357.4, "homo_ev": -8.6, "homo_lumo_gap_ev": 8.75, "species": ["C", "C", "C", "C", "C", "C", "N", "S", "Br", "H", "H", "H", "H", "H", "H", "H", "H"], "coordinates": [[-1.6739, 1.7417, -0.0319], [-0.6360, 0.1160, 1.6644], [0.3644, -0.9999, 1.1606], [2.3283, -0.5408, -0.9581], [-1.5090, 0.5795, 0.5242], [1.3883, -0.6084, -1.8687], [-2.1225, 2.7031, -0.6424], [1.9636, -0.2242, 0.7436], [-2.6896, -0.7537, -0.1678], [-1.2537, -0.2775, 2.6203], [0.1353, 0.9978, 2.0182], [0.4422, -1.7850, 1.9132], [-0.2776, -1.4355, 0.2203], [3.3516, -0.8722, -1.1903], [-1.6982, 2.8597, -1.5859], [1.5111, -0.8216, -2.9349], [0.3758, -0.6790, -1.4849]]}

***

(4)
{"formula": "C24H26As2N2O2Rh", "method": "ωB97M-V/def2-TZVPD", "e_tot_ev": -157065.760, "total_charge": 1, "mol_weight_g_mol": 627.23, "e_above_lowest_kj_mol": 0.0, "homo_ev": -10.7, "homo_lumo_gap_ev": 6.86, "species": ["Rh", "O", "C", "C", "C", "C", "C", "C", "C", "N", "N", "C", "O", "C", "C", "C", "C", "C", "C", "H", "H", "H", "H", "H", "H", "H", "H", "H", "H", "C", "As", "C", "C", "C", "C", "C", "C", "C", "As", "C", "C", "H", "H", "H", "H", "H", "H", "H", "H", "H", "H", "H", "H", "H", "H", "H", "H"], "coordinates": [[-0.6432, 0.2527, 0.8431], [-0.0341, -0.2335, 2.6610], [0.8471, 0.4743, 3.3417], [1.3423, -0.1111, 4.5244], [2.2400, 0.5444, 5.3284], [2.7002, 1.8261, 4.9962], [2.2377, 2.4165, 3.8525], [1.3175, 1.7706, 2.9942], [0.9325, 2.5018, 1.8235], [0.1827, 2.0422, 0.8791], [-0.0629, 2.8312, -0.2288], [-0.8616, 2.2264, -1.0624], [-1.3573, 1.0287, -0.8628], [-1.2180, 2.8991, -2.3303], [-1.9988, 2.2307, -3.2695], [-2.3281, 2.8488, -4.4654], [-1.8822, 4.1362, -4.7271], [-1.1057, 4.8068, -3.7905], [-0.7724, 4.1930, -2.5957], [0.9747, -1.0958, 4.7819], [2.5927, 0.0651, 6.2326], [3.4041, 2.3392, 5.6355], [2.5768, 3.4089, 3.5799], [1.3015, 3.5168, 1.6971], [-2.3486, 1.2306, -3.0536], [-2.9365, 2.3275, -5.1925], [-2.1419, 4.6197, -5.6595], [-0.7616, 5.8122, -3.9928], [-0.1713, 4.7077, -1.8595], [-3.4240, -1.8731, -0.3450], [-1.7578, -1.8734, 0.6287], [-2.1061, -2.8680, 2.2428], [-0.5992, -3.0177, -0.4171], [-0.9503, -4.3131, -0.7819], [-0.0767, -5.0815, -1.5358], [1.1506, -4.5639, -1.9302], [1.5095, -3.2746, -1.5705], [0.6311, -2.5053, -0.8138], [1.0986, -0.7133, -0.2893], [2.6791, -0.8422, 0.7966], [1.5817, 0.2390, -1.8872], [-3.2742, -1.3323, -1.2772], [-4.1806, -1.3610, 0.2469], [-3.7465, -2.8925, -0.5491], [-2.4646, -3.8677, 2.0041], [-2.8574, -2.3360, 2.8238], [-1.1861, -2.9223, 2.8201], [-1.9046, -4.7290, -0.4811], [-0.3526, -6.0883, -1.8191], [1.8279, -5.1669, -2.5196], [2.4690, -2.8790, -1.8828], [3.4640, -1.3297, 0.2195], [2.4444, -1.4284, 1.6826], [2.9976, 0.1552, 1.0946], [2.4471, -0.2427, -2.3402], [1.8196, 1.2703, -1.6306], [0.7350, 0.2204, -2.5698]]}

***

(5)
{"formula": "C31H28NNaO4S2", "method": "ωB97M-V/def2-TZVPD", "e_tot_ev": -68364.815, "total_charge": 0, "mol_weight_g_mol": 565.69, "homo_ev": -6.5, "homo_lumo_gap_ev": 5.77, "species": ["C", "N", "C", "C", "C", "C", "C", "C", "C", "S", "C", "C", "C", "C", "C", "C", "O", "O", "S", "C", "C", "C", "C", "C", "C", "O", "O", "C", "C", "H", "H", "H", "H", "H", "H", "H", "H", "H", "H", "H", "H", "H", "H", "H", "H", "H", "H", "H", "H", "H", "C", "Na", "C", "C", "C", "C", "C", "C", "C", "C", "H", "H", "H", "H", "H", "H", "H"], "coordinates": [[-6.5904, 0.5723, 1.9423], [-5.9053, 0.9989, 0.7447], [-6.6206, 1.8588, -0.1765], [-4.5930, 0.6967, 0.5202], [-3.9344, 1.1644, -0.6465], [-2.6355, 0.8175, -0.9226], [-1.9312, -0.0250, -0.0551], [-0.5078, -0.4603, -0.5418], [0.4802, 0.2839, 0.2934], [2.0043, -0.3715, 0.7878], [2.0622, -2.0696, 1.4743], [3.0544, -2.2984, 2.4232], [3.4762, -3.5752, 2.7051], [2.8733, -4.6862, 2.0642], [1.8169, -4.4571, 1.1593], [1.3620, -3.1629, 0.8878], [2.8494, -0.4611, -0.4228], [2.5008, 0.4334, 1.8984], [0.1894, 2.0394, 0.5603], [1.6615, 3.0146, 0.9354], [2.4825, 3.4938, -0.0893], [3.5372, 4.3552, 0.2333], [3.7333, 4.7610, 1.5656], [2.8854, 4.2805, 2.5807], [1.8499, 3.4012, 2.2573], [-0.1858, 2.5600, -0.7437], [-0.6888, 2.2070, 1.7166], [-2.5240, -0.4433, 1.1584], [-3.8390, -0.1098, 1.4427], [-6.5941, -0.5221, 1.9888], [-6.0899, 0.9384, 2.8476], [-7.6197, 0.9368, 1.8985], [-6.1644, 2.8525, -0.2750], [-6.6296, 1.4162, -1.1771], [-7.6486, 1.9575, 0.1727], [-4.4801, 1.7905, -1.3586], [-2.1668, 1.1472, -1.8405], [-0.4316, -1.5275, -0.2317], [3.4478, -1.4460, 3.0179], [4.2569, -3.7222, 3.4405], [3.1976, -5.6848, 2.3108], [1.2521, -5.2946, 0.7245], [0.4082, -2.9992, 0.3656], [2.3282, 3.1546, -1.1143], [4.2126, 4.7021, -0.5545], [4.5637, 5.4271, 1.8136], [3.0307, 4.5640, 3.6176], [1.2059, 2.9821, 3.0163], [-1.9598, -1.0766, 1.8532], [-4.3194, -0.4617, 2.3588], [1.4596, 0.6658, -3.4615], [3.6667, -2.6059, -0.3885], [0.2180, 0.8113, -2.8801], [-0.2864, -0.4461, -2.2245], [0.8217, -1.3979, -2.5303], [1.8658, -0.7176, -3.2100], [2.9891, -1.4143, -3.6577], [3.1441, -2.7579, -3.3620], [2.0888, -3.4778, -2.7766], [0.8926, -2.8043, -2.3880], [2.0956, 1.3708, -4.0239], [-0.3691, 1.7242, -2.8358], [-1.3142, -0.8685, -2.4163], [3.8247, -0.8175, -4.0795], [4.0985, -3.2648, -3.5927], [2.1323, -4.5723, -2.6720], [0.0094, -3.3796, -2.1281]]}

***

(6)
{"formula": "C5H10O", "method": "ωB97M-V/def2-TZVPD", "e_tot_ev": -7392.257, "total_charge": 0, "mol_weight_g_mol": 86.13, "smiles": "C[C@H]1CC1=O.C", "e_above_lowest_kj_mol": 242.0, "homo_ev": -9.1, "homo_lumo_gap_ev": 9.88, "species": ["C", "C", "C", "C", "C", "O", "H", "H", "H", "H", "H", "H", "H", "H", "H", "H"], "coordinates": [[-1.8561, -0.0966, 0.3916], [-1.0292, 0.3062, -0.8122], [0.1081, 1.3848, -0.6855], [0.3586, 0.0250, -1.1750], [1.7244, -0.9145, 0.9882], [1.0532, -0.6408, -1.8988], [-2.7001, 0.5949, 0.4988], [-2.2676, -1.1023, 0.2580], [-1.2898, -0.0825, 1.3284], [-1.5965, 0.3371, -1.7395], [0.2304, 2.1568, -1.4388], [0.3181, 1.7080, 0.3335], [2.7576, -1.0355, 1.2957], [1.0911, -1.7124, 1.3783], [1.3664, 0.0454, 1.3749], [1.7312, -0.9737, -0.0976]]}

***

Number 1: F_max 4.35 eV Å⁻¹. Number 2: F_max 3.75 eV Å⁻¹. Number 3: F_max 3.53 eV Å⁻¹. Number 4: F_max 0.10 eV Å⁻¹. Number 5: F_max 3.69 eV Å⁻¹. Number 6: F_max 0.87 eV Å⁻¹.